{
  "formula": "C23H61Br8O20P5",
  "method": "ωB97M-V/def2-TZVPD",
  "multiplicity": 1,
  "total_charge": 0,
  "de_lowest_kcal_mol": 42.4,
  "max_force_ev_per_a": 2.8,
  "e_tot_ev": -672584.649,
  "orbital_gap_ev": 9.64,
  "symbols": ["C", "O", "P", "O", "O", "C", "O", "C", "H", "H", "H", "H", "H", "H", "H", "H", "H", "C", "O", "P", "O", "O", "C", "O", "C", "H", "H", "H", "H", "H", "H", "H", "H", "H", "C", "O", "P", "O", "O", "C", "O", "C", "H", "H", "H", "H", "H", "H", "H", "H", "H", "C", "O", "P", "O", "O", "C", "O", "C", "H", "H", "H", "H", "H", "H", "H", "H", "H", "C", "O", "P", "O", "O", "C", "O", "C", "H", "H", "H", "H", "H", "H", "H", "H", "H", "Br", "C", "C", "Br", "H", "H", "H", "H", "Br", "C", "C", "Br", "H", "H", "H", "H", "Br", "C", "C", "Br", "H", "H", "H", "H", "Br", "C", "C", "Br", "H", "H", "H", "H"],
  "coordinates": [[3.846701, -6.213809, -0.840154], [2.999055, -5.435237, -0.006936], [3.497832, -3.993639, 0.474286], [4.143049, -3.231571, -0.580363], [2.175709, -3.340630, 1.059403], [1.061290, -3.065013, 0.223087], [4.267359, -4.264319, 1.852946], [5.006955, -3.205754, 2.447042], [3.886400, -7.258436, -0.535150], [4.880066, -5.861923, -0.817187], [3.516328, -6.159270, -1.877274], [0.959899, -3.786459, -0.594303], [1.184524, -2.067846, -0.190839], [0.147253, -3.208842, 0.799974], [4.317686, -2.590505, 3.037728], [5.517913, -2.567314, 1.726810], [5.635596, -3.720561, 3.174736], [0.958993, 3.071986, 4.301158], [-0.349295, 2.437638, 4.282211], [-1.125514, 2.418362, 5.715286], [-0.405947, 1.687445, 6.751380], [-2.609060, 1.817068, 5.469762], [-3.205528, 1.829645, 4.185017], [-1.348464, 4.022116, 5.926771], [-2.642847, 4.673191, 5.720537], [1.638002, 2.285318, 4.620872], [0.959530, 4.022202, 4.827618], [1.153681, 3.268856, 3.246113], [-3.429446, 0.772761, 4.012011], [-2.525569, 2.142410, 3.390543], [-4.123972, 2.392811, 3.999977], [-2.711139, 5.142825, 6.703902], [-3.425576, 4.020558, 5.364826], [-2.449838, 5.526285, 5.068029], [-0.959497, -6.391948, 2.767006], [-2.284970, -6.400822, 2.210272], [-2.630879, -5.670250, 0.807128], [-4.004194, -5.808480, 0.264043], [-1.472499, -6.129669, -0.171594], [-1.240954, -7.510279, -0.406532], [-2.283369, -4.157141, 1.138919], [-3.156377, -3.021440, 0.820511], [-1.067890, -6.364050, 3.849473], [-0.529057, -5.438406, 2.463162], [-0.282178, -7.212425, 2.532749], [-1.399001, -7.723149, -1.467378], [-1.956260, -8.182475, 0.069832], [-0.202544, -7.738957, -0.175566], [-3.465408, -2.560840, 1.748621], [-3.976714, -3.516370, 0.296868], [-2.682460, -2.461479, 0.020096], [2.582342, 6.435806, -3.737788], [3.683651, 5.555887, -3.905780], [4.457067, 4.827771, -2.696165], [4.973507, 3.520759, -3.148664], [5.463505, 5.908120, -2.141971], [6.608012, 5.383695, -1.426492], [3.361420, 4.611330, -1.553712], [2.428822, 3.513779, -1.641016], [2.671571, 6.965551, -2.786600], [1.588939, 5.997016, -3.812170], [2.690029, 7.182068, -4.526506], [7.318719, 6.208044, -1.425598], [7.006562, 4.522467, -1.956385], [6.395926, 5.158314, -0.382233], [1.487911, 3.991058, -1.373320], [2.732198, 2.749677, -0.924147], [2.540352, 3.070569, -2.628903], [1.301144, -2.864326, -3.715525], [1.420607, -1.676312, -2.958303], [0.536921, -0.366566, -3.318506], [-0.613873, -0.137097, -2.440275], [0.114175, -0.554961, -4.837487], [-0.287624, 0.594995, -5.600546], [1.577487, 0.845154, -3.311976], [2.804692, 0.791200, -4.073729], [2.083246, -3.609111, -3.566848], [1.276124, -2.822761, -4.809205], [0.342295, -3.302521, -3.421141], [0.588913, 0.964422, -6.128243], [-0.756951, 1.356085, -4.975369], [-1.062654, 0.202442, -6.256932], [2.946302, -0.137345, -4.631502], [3.605018, 0.941265, -3.357689], [2.749094, 1.530917, -4.872011], [-3.487346, 1.955389, 0.517199], [-1.681254, 2.060323, -0.321220], [-0.688591, 1.546632, 0.698636], [-0.861893, -0.403282, 0.932446], [-1.281043, 3.071814, -0.434984], [-1.608110, 1.608060, -1.306282], [-0.869404, 2.031814, 1.656876], [0.357676, 1.734464, 0.463533], [-0.533145, 4.037761, -3.049349], [-2.335148, 4.400502, -3.808447], [-2.364568, 5.648672, -4.623494], [-4.187277, 5.857036, -5.210304], [-3.027662, 4.382712, -2.971011], [-2.577695, 3.511374, -4.388412], [-1.678407, 5.629224, -5.462035], [-2.310332, 6.510807, -3.964792], [-7.400472, 2.071964, -0.082234], [-6.505108, 0.315196, -0.385404], [-7.579065, -0.714692, -0.463945], [-6.813503, -2.547672, -0.710598], [-5.884283, 0.156991, 0.491198], [-5.876278, 0.417745, -1.263441], [-8.261457, -0.663881, -1.307479], [-8.217330, -0.651799, 0.415412], [1.816267, -0.522913, 5.460262], [0.003927, -1.296308, 5.215165], [-0.023986, -2.293238, 4.076366], [1.175230, -3.824662, 4.280419], [-0.686666, -0.499420, 4.948133], [-0.299366, -1.753495, 6.153249], [0.268709, -1.693865, 3.213680], [-1.005235, -2.712865, 3.866114]],
  "forces_ev_per_angstrom": [[0.793, -0.069, -0.523], [0.119, 0.100, 0.628], [-1.327, -0.336, 1.147], [0.842, 0.366, -0.384], [0.360, -0.633, 0.106], [-0.227, -0.270, -0.638], [-0.268, -0.319, -1.659], [-0.456, 0.173, 1.123], [-0.442, 0.078, 0.285], [-0.062, 0.167, 0.032], [-0.156, 0.039, 0.052], [0.330, 0.006, -0.032], [-0.325, -0.018, 0.034], [0.129, 0.400, 0.217], [0.015, 0.049, -0.185], [0.223, -0.327, -0.012], [0.450, 0.385, -0.308], [-0.424, -0.860, -1.129], [-1.113, -0.007, 0.945], [-0.248, 1.116, -0.780], [-0.253, 0.481, 0.105], [1.220, 1.091, 0.111], [0.057, -1.372, -1.509], [-0.250, -1.778, -0.365], [2.069, 1.077, 1.025], [0.348, 0.528, 0.458], [0.070, -0.226, 0.382], [0.130, 0.108, 0.051], [-0.201, 0.185, -0.359], [0.163, -0.007, 0.258], [0.014, 0.257, 0.995], [-1.351, -0.261, -0.068], [-0.135, 0.027, 0.324], [-0.180, -0.350, -0.479], [-0.085, 1.399, 0.250], [-0.661, -0.665, -1.134], [-1.031, 0.538, 0.628], [1.212, -0.514, 0.837], [0.109, 0.415, 0.245], [-0.160, -0.614, -0.985], [0.757, 0.255, 0.133], [-0.249, -2.423, -1.355], [-0.141, -0.033, -0.021], [0.516, -0.180, 0.153], [-0.484, -0.235, -0.566], [0.161, 0.313, -0.055], [0.183, 0.226, 0.574], [-0.104, -0.077, 0.278], [0.200, 0.425, -0.148], [-0.585, 0.489, 0.437], [0.316, 0.663, 0.655], [0.406, 1.299, 0.185], [0.399, -0.691, 0.673], [-1.464, -1.460, -1.094], [0.409, 0.844, 0.164], [-0.402, -0.562, 0.188], [0.470, 0.671, -0.026], [0.730, 0.978, 0.252], [1.031, 0.370, 0.053], [-0.181, -0.043, 0.010], [0.250, -0.561, 0.004], [-0.146, -0.032, 0.014], [0.121, -0.152, -0.106], [0.016, -0.028, 0.103], [-0.399, -0.166, -0.124], [-0.178, -0.614, -0.266], [-0.174, 0.085, 0.115], [-0.748, 0.040, -0.009], [-1.200, -1.643, -0.485], [0.072, 1.449, -1.027], [0.384, -0.320, 0.336], [0.424, 0.227, 0.038], [0.560, -0.287, 0.188], [-0.460, -0.566, 0.146], [-0.428, -0.683, 0.015], [-0.242, -0.224, -0.378], [0.281, 0.543, 0.947], [-0.053, 1.090, 0.094], [0.154, -0.344, -0.101], [-0.216, 0.200, -0.139], [0.270, 0.063, 0.100], [0.232, 0.264, -0.337], [-0.153, -0.332, 0.513], [0.231, 0.198, -0.320], [0.186, 0.491, 0.442], [0.820, 0.393, -0.918], [1.086, 0.376, 0.840], [-0.251, -0.845, 0.219], [0.093, 0.749, 0.289], [-1.166, 0.456, -0.039], [-0.476, -0.510, 0.236], [-0.078, -0.293, 0.113], [-0.102, -0.096, -0.494], [-0.602, 0.281, -0.504], [0.265, -1.265, 0.319], [-0.425, 0.297, 0.904], [-0.533, -0.092, -0.617], [0.127, 0.392, 0.079], [0.193, 0.096, -0.167], [-0.043, 0.234, 0.018], [0.868, 0.068, -0.252], [0.359, -0.517, -0.163], [-0.035, 0.522, 0.193], [-0.634, -0.839, -0.368], [-0.194, 0.821, 0.426], [0.025, 0.033, -0.047], [-0.132, -0.007, -0.052], [0.299, 0.455, -0.187], [0.293, -0.521, 0.203], [-0.844, -0.344, -0.161], [0.103, -0.644, 0.166], [0.544, 0.621, -0.402], [-0.185, 0.397, 0.072], [0.215, 0.230, 0.180], [0.209, 0.238, 0.148], [0.262, -0.648, -0.300], [-0.110, 0.079, 0.329]],
  "mulliken_charge": [-0.8031, -0.1572, 0.4382, -0.6815, 0.3374, 0.0336, -0.2624, -0.6409, 0.2732, 0.3350, 0.2647, 0.1911, 0.1286, -0.2627, 0.1854, 0.3121, 0.2506, -0.6091, 0.2019, 0.6264, -0.6328, -0.3292, -0.8132, -0.3819, -0.5987, 0.1511, 0.3160, 0.1470, 0.2814, 0.3869, 0.4650, 0.2422, 0.3089, 0.2433, -0.1270, -0.3767, 0.4238, -0.7684, -0.1171, -0.8386, 0.3254, -0.4392, 0.3012, -0.1856, 0.2408, 0.2925, 0.3760, 0.2457, 0.2053, 0.1605, 0.2679, -0.4649, -0.3552, 1.0878, -0.7119, -0.3262, -0.6792, -0.3426, -0.2959, 0.3176, 0.0430, 0.3040, 0.2395, 0.3396, 0.2648, 0.2505, 0.1896, 0.0552, -0.8732, 0.2210, -0.0121, -0.4149, -0.3443, -0.5080, 0.2705, -0.9526, 0.2358, 0.3408, 0.3731, 0.2461, 0.0877, 0.2979, 0.4388, 0.2917, 0.2815, -0.1656, -0.4116, -0.6272, 0.1821, 0.2851, 0.3305, 0.2295, 0.3143, -0.0797, -0.8224, -0.5406, -0.1567, 0.4917, 0.4353, 0.3977, 0.3308, -0.1713, -0.4613, -0.6580, -0.1716, 0.2185, 0.4349, 0.3858, 0.4050, -0.1753, -0.0882, -0.4454, -0.1927, -0.1116, 0.4955, 0.0872, 0.4261]
}